No. 1
Density functional theory data (the ωB97M-V functional and the def2-TZVPD basis) for C6H7BCl2O2 in the gas phase.

Values from the calculation:
HOMO energy (alpha / beta): -6.36 / -8.84 eV
LUMO level (alpha / beta): 0.2 / -1.4 eV
Expectation value of S²: 2.021
Kohn-Sham gap (alpha / beta): 6.5 / 7.4 eV

Geometry as ORCA input:
```
! RIJCOSX wB97M-V def2-TZVPD def2/J DEFGRID3
* xyz 0 3
B -1.35 1.67 0.13
C -0.18 -2.06 -0.28
C 1.11 -2.04 0.02
C -0.64 0.31 -0.14
C -1.04 -0.91 -0.35
C 1.76 -0.88 0.70
C 1.72 0.36 -0.23
O -2.37 2.01 -0.62
O -0.71 2.56 1.00
Cl -2.78 -1.25 -0.44
Cl 2.09 0.21 -1.82
H -0.64 -2.92 -0.80
H 1.67 -2.87 0.05
H 1.21 -0.52 1.64
H 2.72 -1.22 0.84
H 1.64 1.41 0.18
H -2.97 2.78 -0.69
H -1.25 3.37 0.80
*
```


No. 2
Density functional theory data (the ωB97M-V functional and the def2-TZVPD basis) for C6H7BClFO2 in the gas phase.

Values from the calculation:
HOMO energy: -9.08 eV
SMILES string: OB(O)/C=C/C=C\C=C(\F)Cl
LUMO level: 0.5 eV
Kohn-Sham gap: 9.6 eV

Geometry as ORCA input:
```
! RIJCOSX wB97M-V def2-TZVPD def2/J DEFGRID3
* xyz 0 1
O 1.60 -1.72 -2.12
B 0.80 -0.62 -2.30
O 0.78 -0.09 -3.61
C -0.25 0.04 -1.23
C -0.76 -0.75 -0.24
C -1.66 -0.29 0.82
C -1.29 0.59 1.78
C -0.04 1.30 1.99
C 1.10 0.82 2.35
F 2.10 1.64 2.78
Cl 1.43 -0.90 2.31
H 1.98 -2.11 -2.92
H 0.21 0.70 -3.52
H -0.41 1.10 -1.23
H -0.80 -1.86 -0.22
H -2.51 -0.98 0.80
H -2.04 0.76 2.54
H -0.23 2.37 2.00
*
```


Per-record energy relative to the best compared isomer or geometry (same formula, charge and spin), kcal/mol: 18.27; 20.34
Per-record total energy, eV: -36148.260; -26347.194